1.
{
  "formula": "C30H50BrHfN3OP2",
  "method": "the ωB97M-V functional and the def2-TZVPD basis",
  "spin_multiplicity": 1,
  "lumo_ev": [-15.15, -15.15],
  "max_force_ev_per_a": 5.2,
  "orbital_gap_ev": [3.4, 3.4],
  "charge": 4,
  "symbols": ["C", "C", "C", "C", "N", "C", "C", "C", "C", "C", "C", "C", "C", "C", "Hf", "P", "H", "H", "H", "H", "H", "H", "H", "H", "C", "C", "H", "H", "H", "H", "H", "C", "C", "H", "H", "H", "H", "H", "C", "C", "H", "H", "H", "H", "H", "Br", "P", "C", "C", "H", "H", "H", "H", "H", "C", "C", "H", "H", "H", "H", "H", "C", "C", "H", "H", "H", "H", "H", "C", "N", "C", "C", "O", "N", "C", "C", "H", "H", "H", "H", "H", "H", "H", "H", "H", "H", "H", "H"],
  "xyz": [[2.518, 4.421, -1.444], [1.586, 3.881, -2.331], [1.790, 4.085, -3.690], [2.979, 4.675, -4.107], [3.951, 5.127, -3.281], [3.691, 4.974, -1.960], [0.495, 3.113, -1.878], [-0.382, 2.526, -1.251], [-1.577, 2.117, -0.410], [-2.646, 1.334, -0.879], [-3.432, 0.645, -0.005], [-3.645, 1.292, 1.330], [-3.085, 2.609, 1.443], [-1.907, 2.898, 0.732], [-1.675, 0.692, 1.571], [1.133, -0.305, -0.268], [1.037, 3.781, -4.403], [2.336, 4.377, -0.375], [3.172, 4.799, -5.176], [4.480, 5.305, -1.277], [-1.366, 3.823, 0.933], [-2.783, 1.240, -1.925], [-3.651, 3.330, 2.010], [-3.975, -0.243, -0.358], [1.943, -1.957, -0.018], [3.087, -2.419, -0.924], [1.109, -2.667, -0.092], [2.252, -2.039, 1.029], [3.362, -3.454, -0.668], [2.791, -2.410, -1.984], [3.993, -1.810, -0.788], [1.467, 0.020, -2.097], [2.831, 0.517, -2.586], [0.728, 0.792, -2.326], [1.150, -0.841, -2.692], [2.756, 0.740, -3.666], [3.110, 1.464, -2.095], [3.644, -0.222, -2.468], [2.335, 0.907, 0.519], [3.822, 0.539, 0.531], [1.939, 1.040, 1.540], [2.149, 1.871, 0.020], [4.372, 1.322, 1.081], [3.988, -0.423, 1.045], [4.243, 0.498, -0.488], [-4.908, 0.385, 2.611], [-1.834, -1.844, -1.726], [-0.577, -2.875, -2.495], [-1.019, -4.184, -3.098], [0.203, -3.011, -1.729], [-0.165, -2.215, -3.266], [-0.162, -4.567, -3.656], [-1.284, -4.930, -2.348], [-1.839, -4.062, -3.809], [-2.930, -3.003, -0.777], [-4.292, -3.342, -1.384], [-3.046, -2.549, 0.227], [-2.338, -3.920, -0.652], [-4.815, -4.040, -0.711], [-4.944, -2.463, -1.504], [-4.185, -3.854, -2.354], [-2.822, -1.142, -3.112], [-2.798, -1.813, -4.489], [-2.432, -0.123, -3.219], [-3.841, -1.076, -2.716], [-3.282, -1.140, -5.221], [-1.755, -1.964, -4.831], [-3.352, -2.773, -4.547], [-2.093, 1.061, 4.465], [-0.940, 0.396, 5.049], [-1.072, -0.093, 6.437], [-0.063, -0.123, 4.157], [-0.338, -0.093, 2.882], [1.163, -0.512, 4.526], [1.680, -0.008, 5.786], [2.072, -1.246, 3.631], [-2.581, 1.613, 5.261], [-2.780, 0.300, 4.105], [-1.754, 1.790, 3.714], [-0.667, -1.117, 6.577], [-0.610, 0.610, 7.160], [-2.146, -0.117, 6.671], [1.472, -0.713, 6.617], [2.770, 0.156, 5.712], [1.189, 0.964, 5.974], [1.573, -2.113, 3.177], [2.484, -0.634, 2.811], [2.949, -1.577, 4.212]]
}

=====

2.
{
  "formula": "C5H9NO",
  "method": "the ωB97M-V functional and the def2-TZVPD basis",
  "spin_multiplicity": 1,
  "lumo_ev": 0.78,
  "de_lowest_kj_mol": 296.5,
  "max_force_ev_per_a": 2.1,
  "orbital_gap_ev": 9.7,
  "symbols": ["C", "C", "C", "C", "O", "C", "N", "H", "H", "H", "H", "H", "H", "H", "H", "H"],
  "xyz": [[0.751, 1.196, 0.563], [0.083, 0.013, -0.126], [1.139, -0.890, -0.793], [-0.813, -0.794, 0.832], [-2.155, -0.375, 0.530], [-2.239, 0.225, -0.638], [-0.979, 0.499, -1.109], [1.250, 1.827, -0.179], [1.503, 0.872, 1.292], [0.002, 1.796, 1.088], [1.847, -1.296, -0.052], [0.681, -1.744, -1.303], [1.725, -0.332, -1.527], [-0.787, -1.872, 0.651], [-0.638, -0.601, 1.891], [-1.368, 1.476, -1.122]]
}

=====

3.
{
  "formula": "CH4NO2S",
  "method": "the ωB97M-V functional and the def2-TZVPD basis",
  "spin_multiplicity": 1,
  "lumo_ev": 4.28,
  "de_lowest_kj_mol": 362.5,
  "max_force_ev_per_a": 5.2,
  "orbital_gap_ev": 7.5,
  "charge": -1,
  "symbols": ["C", "N", "O", "O", "S", "H", "H", "H", "H"],
  "xyz": [[-0.628, 1.044, 0.063], [-0.107, -1.756, -0.851], [0.831, -0.706, 1.573], [1.766, 0.224, -0.531], [0.623, -0.348, 0.164], [-1.312, 1.362, 0.835], [0.077, 1.803, -0.307], [-1.098, 0.721, -0.882], [-0.152, -2.344, -0.064]]
}

=====

4.
{
  "formula": "H6O3",
  "method": "the ωB97M-V functional and the def2-TZVPD basis",
  "spin_multiplicity": 1,
  "lumo_ev": 0.54,
  "de_lowest_kj_mol": 137.0,
  "max_force_ev_per_a": 4.7,
  "orbital_gap_ev": 11.0,
  "symbols": ["O", "H", "H", "O", "H", "H", "O", "H", "H"],
  "xyz": [[-0.648, -1.718, -1.402], [-0.828, -1.876, -2.327], [0.218, -1.586, -1.646], [0.340, 0.886, 2.545], [0.803, 0.770, 1.534], [0.905, 1.542, 3.051], [0.094, 0.687, -0.348], [-0.442, 1.309, -0.801], [-0.443, -0.017, -0.609]]
}

=====

5.
{
  "formula": "C4H11NO2",
  "method": "the ωB97M-V functional and the def2-TZVPD basis",
  "spin_multiplicity": 1,
  "lumo_ev": 0.93,
  "de_lowest_kj_mol": 93.5,
  "max_force_ev_per_a": 2.6,
  "orbital_gap_ev": 10.1,
  "symbols": ["C", "C", "C", "C", "N", "O", "O", "H", "H", "H", "H", "H", "H", "H", "H", "H", "H", "H"],
  "xyz": [[-0.938, 0.367, 0.401], [1.363, -0.850, -0.003], [-1.297, 0.013, -1.036], [0.526, -0.009, 0.932], [1.855, -0.147, -1.160], [-1.155, 1.759, 0.571], [-1.872, -0.259, 1.272], [-0.885, 1.962, 1.480], [-2.752, -0.072, 0.902], [0.853, -1.772, -0.293], [2.532, -0.712, -1.668], [2.307, 0.729, -0.902], [-1.248, -1.065, -1.213], [-2.331, 0.309, -1.257], [-0.672, 0.548, -1.756], [0.403, -0.567, 1.867], [1.063, 0.912, 1.188], [2.248, -1.146, 0.674]]
}

=====

6.
{
  "formula": "C37H56F6O29Y",
  "method": "the ωB97M-V functional and the def2-TZVPD basis",
  "spin_multiplicity": 1,
  "lumo_ev": -6.70,
  "max_force_ev_per_a": 7.3,
  "orbital_gap_ev": 5.2,
  "charge": 1,
  "symbols": ["Y", "C", "O", "O", "C", "F", "F", "F", "C", "C", "H", "H", "H", "H", "H", "H", "C", "O", "O", "C", "F", "F", "F", "C", "C", "H", "H", "H", "H", "H", "H", "O", "C", "O", "C", "C", "C", "H", "H", "H", "H", "H", "H", "H", "H", "O", "C", "O", "C", "C", "C", "H", "H", "H", "H", "H", "H", "H", "H", "C", "C", "O", "C", "O", "O", "H", "H", "H", "H", "C", "C", "O", "C", "O", "O", "H", "H", "H", "H", "C", "C", "O", "C", "O", "O", "H", "H", "H", "H", "C", "C", "O", "C", "O", "O", "H", "H", "H", "H", "C", "C", "O", "C", "O", "O", "H", "H", "H", "H", "C", "C", "O", "C", "O", "O", "H", "H", "H", "H", "C", "C", "O", "C", "O", "O", "H", "H", "H", "H"],
  "xyz": [[-20.563, 15.250, 12.241], [-21.472, 12.894, 9.601], [-22.459, 13.707, 8.968], [-20.862, 13.653, 10.564], [-22.119, 11.569, 10.033], [-22.546, 10.926, 8.943], [-21.244, 10.743, 10.604], [-23.193, 11.769, 10.797], [-22.586, 13.544, 7.553], [-23.871, 14.281, 7.202], [-23.894, 15.231, 7.731], [-23.832, 14.538, 6.138], [-24.737, 13.631, 7.283], [-22.702, 12.489, 7.280], [-21.742, 13.805, 6.903], [-20.672, 12.733, 8.871], [-19.020, 12.706, 14.035], [-17.981, 13.060, 13.133], [-19.964, 13.679, 13.954], [-19.421, 11.210, 13.969], [-19.573, 10.680, 12.748], [-18.508, 10.475, 14.660], [-20.593, 11.027, 14.635], [-16.854, 12.143, 13.037], [-15.935, 12.792, 12.030], [-16.313, 12.595, 11.026], [-15.781, 13.829, 12.328], [-14.952, 12.319, 11.946], [-17.207, 11.230, 12.558], [-16.416, 12.009, 14.026], [-18.544, 12.761, 15.028], [-18.208, 15.440, 11.118], [-17.532, 15.712, 10.117], [-17.349, 14.987, 9.065], [-17.967, 13.716, 8.849], [-17.073, 12.921, 7.964], [-16.617, 16.920, 10.206], [-18.920, 13.912, 8.348], [-18.143, 13.169, 9.778], [-16.099, 12.782, 8.448], [-16.848, 13.471, 7.048], [-17.345, 11.895, 7.736], [-16.238, 17.230, 9.232], [-15.795, 16.714, 10.884], [-17.263, 17.756, 10.474], [-15.880, 8.218, 9.053], [-15.625, 9.198, 9.700], [-16.529, 9.941, 10.350], [-17.882, 9.469, 10.405], [-18.565, 9.714, 9.058], [-14.202, 9.675, 9.886], [-18.374, 10.053, 11.180], [-18.019, 8.456, 10.787], [-18.785, 10.784, 8.954], [-19.596, 9.355, 9.076], [-18.015, 9.437, 8.165], [-13.722, 9.539, 8.921], [-13.754, 9.085, 10.684], [-14.144, 10.724, 10.174], [-23.766, 9.236, 12.840], [-22.316, 8.835, 12.964], [-22.285, 7.429, 13.009], [-23.502, 7.029, 13.498], [-23.729, 5.947, 13.911], [-24.389, 8.059, 13.397], [-24.116, 9.297, 11.808], [-24.079, 10.091, 13.433], [-21.722, 9.190, 13.809], [-21.774, 9.151, 12.072], [-14.811, 10.750, 15.842], [-14.404, 9.334, 16.299], [-14.041, 8.699, 15.072], [-13.750, 9.606, 14.164], [-13.274, 9.416, 13.085], [-14.075, 10.849, 14.638], [-14.475, 11.570, 16.478], [-15.897, 10.865, 15.742], [-15.247, 8.783, 16.716], [-13.664, 9.343, 17.098], [-21.816, 15.163, 17.239], [-20.285, 15.323, 17.169], [-19.921, 14.639, 18.345], [-20.907, 13.830, 18.781], [-20.781, 13.051, 19.661], [-22.032, 14.001, 18.032], [-22.115, 15.202, 16.192], [-22.239, 16.051, 17.707], [-19.912, 16.339, 17.321], [-19.775, 14.892, 16.306], [-16.687, 14.718, 17.172], [-16.330, 15.737, 18.224], [-16.017, 16.801, 17.321], [-15.495, 16.289, 16.150], [-14.850, 16.953, 15.401], [-15.859, 15.018, 16.036], [-17.753, 14.768, 16.987], [-16.265, 13.764, 17.494], [-15.533, 15.432, 18.902], [-17.225, 15.959, 18.804], [-21.199, 10.586, 17.593], [-22.229, 10.526, 18.760], [-22.877, 9.283, 18.522], [-22.618, 8.831, 17.251], [-23.093, 7.843, 16.801], [-21.744, 9.647, 16.681], [-20.206, 10.208, 17.849], [-21.180, 11.536, 17.062], [-22.938, 11.315, 18.495], [-21.790, 10.626, 19.743], [-13.052, 14.002, 15.144], [-12.527, 13.645, 16.544], [-11.730, 12.497, 16.313], [-11.487, 12.361, 14.984], [-10.762, 11.515, 14.576], [-12.092, 13.362, 14.331], [-13.048, 15.079, 14.983], [-14.057, 13.634, 14.931], [-13.371, 13.499, 17.218], [-11.810, 14.389, 16.897], [-18.927, 7.677, 16.436], [-19.731, 7.298, 17.696], [-18.746, 7.249, 18.700], [-17.522, 7.241, 18.217], [-16.520, 6.849, 18.726], [-17.568, 7.581, 16.885], [-19.104, 8.660, 16.004], [-19.057, 6.952, 15.631], [-20.316, 6.389, 17.599], [-20.398, 8.149, 17.840]]
}